C8H28AgF4N2O16S4 | ωB97M-V with the def2-TZVPD basis set

Cartesian coordinates (Å):
Ag  -0.027  0.330  3.589
O  -1.633  -0.135  1.993
C  -1.065  0.249  0.724
C  0.373  1.016  0.610
O  1.331  0.730  1.629
H  -1.847  0.821  0.225
H  -1.107  -0.611  0.056
H  0.185  2.083  0.491
H  0.678  0.744  -0.401
N  -4.084  -2.335  -0.708
S  -3.990  -1.637  -2.038
O  -5.150  -1.417  -2.942
O  -2.571  -1.621  -2.563
F  -3.863  -0.168  -1.246
S  -4.170  -3.856  -1.536
O  -2.899  -4.555  -1.472
O  -4.987  -3.967  -2.735
F  -4.992  -4.627  -0.448
N  3.019  -2.507  2.400
S  2.471  -3.274  1.249
O  1.462  -4.327  1.512
O  3.447  -3.461  0.191
F  1.550  -2.041  0.778
S  3.763  -3.909  2.996
O  4.698  -4.716  2.206
O  2.995  -4.534  4.092
F  4.776  -2.955  3.858
C  0.633  -2.817  -2.281
O  0.209  -4.148  -2.201
H  1.694  -2.797  -2.032
H  0.438  -2.415  -3.275
H  0.080  -2.185  -1.586
H  -0.606  -4.126  -1.695
C  -0.232  0.595  -3.438
O  0.351  1.898  -3.230
H  -1.167  0.591  -3.997
H  0.560  -0.046  -3.827
H  -0.446  0.127  -2.477
H  -0.307  2.394  -2.738
C  3.298  -0.289  -1.471
O  4.158  -0.802  -0.480
H  3.792  0.013  -2.395
H  2.533  -0.946  -1.885
H  2.676  0.546  -1.147
H  4.414  -1.600  -0.949
C  -0.235  5.316  0.156
O  -0.504  4.201  -0.643
H  0.854  5.355  0.195
H  -0.612  6.232  -0.299
H  -0.567  5.087  1.168
H  0.351  3.882  -0.943
C  2.913  3.866  2.319
O  3.778  3.167  3.215
H  3.177  4.003  1.270
H  1.952  3.352  2.329
H  2.693  4.875  2.669
H  3.899  3.787  3.937
C  -4.523  2.407  1.946
O  -4.989  1.310  2.728
H  -3.676  2.142  1.312
H  -5.350  2.674  1.288
H  -4.270  3.366  2.396
H  -5.334  1.668  3.549

The total energy is -3773.78922 a.u. The calculation puts the largest force on an atom at 0.20126 Eh/bohr. The spin multiplicity is 2. As for the net charge: -2.

C8H28BaN8O8 | ωB97M-V with the def2-TZVPD basis set

Cartesian coordinates (Å):
Ba  -11.679  -1.178  8.404
C  -9.637  1.060  6.525
C  -8.589  0.215  7.232
O  -9.170  -1.088  7.529
O  -10.729  1.299  7.517
H  -10.013  0.477  5.704
H  -9.246  2.002  6.177
H  -8.262  0.614  8.204
H  -7.732  0.149  6.575
H  -8.477  -1.638  7.942
H  -11.536  1.507  7.028
C  -10.157  0.245  11.658
C  -11.067  1.383  11.243
O  -12.338  0.855  10.744
O  -10.022  -0.609  10.496
H  -10.498  -0.331  12.514
H  -9.239  0.774  11.897
H  -10.528  1.799  10.396
H  -11.129  2.102  12.051
H  -12.628  0.183  11.339
H  -9.318  -1.238  10.617
C  -14.467  1.256  7.169
O  -13.418  0.546  7.281
N  -15.239  1.124  5.965
N  -14.940  2.082  8.110
H  -14.773  0.830  5.102
H  -15.741  1.985  5.768
H  -14.671  1.990  9.080
H  -15.391  2.927  7.734
C  -11.258  -3.595  5.588
O  -11.791  -2.606  6.056
N  -9.862  -3.649  5.544
N  -12.061  -4.659  5.117
H  -9.415  -2.727  5.686
H  -9.441  -4.133  4.721
H  -11.560  -5.494  5.134
H  -13.044  -4.808  5.131
C  -14.989  -2.316  10.338
O  -13.982  -1.785  9.875
N  -14.867  -3.293  11.338
N  -16.214  -1.792  9.910
H  -13.904  -3.426  11.660
H  -15.492  -4.056  11.350
H  -16.289  -1.577  8.914
H  -17.054  -2.083  10.389
C  -9.824  -4.224  9.902
O  -10.282  -3.103  9.600
N  -9.050  -4.878  8.972
N  -9.899  -4.712  11.187
H  -8.296  -5.451  9.270
H  -9.232  -4.678  7.994
H  -10.433  -4.334  11.937
H  -9.816  -5.720  11.286

The total energy is -1386.88408 a.u. The calculation puts the largest force on an atom at 0.06924 Eh/bohr. As for the net charge: +2.

C8H28Br2O6 | ωB97M-V with the def2-TZVPD basis set

Cartesian coordinates (Å):
C  0.833  -0.609  1.981
O  1.789  0.066  1.171
H  1.354  -0.594  2.949
H  -0.170  -0.083  1.942
H  0.736  -1.560  1.631
H  1.501  0.071  0.234
C  -0.803  3.324  1.580
O  0.159  2.388  1.844
H  -1.255  3.081  0.635
H  -1.553  3.517  2.350
H  -0.364  4.296  1.415
H  0.914  2.690  2.329
C  -2.082  3.628  -1.812
O  -0.778  2.943  -1.761
H  -2.587  3.399  -2.790
H  -2.830  3.297  -1.073
H  -2.036  4.701  -1.653
H  -0.172  3.665  -1.854
C  1.115  -4.148  -0.719
O  2.552  -4.185  -0.734
H  0.800  -3.214  -1.183
H  0.711  -4.839  -1.449
H  0.727  -4.378  0.251
H  2.854  -3.308  -0.447
C  4.711  -0.697  -0.711
O  4.230  -1.366  0.473
H  5.769  -0.655  -0.668
H  4.388  -1.166  -1.650
H  4.316  0.285  -0.943
H  3.454  -0.895  0.833
C  1.088  0.387  -2.776
O  0.431  0.216  -1.556
H  1.220  -0.500  -3.446
H  0.464  1.112  -3.341
H  2.090  0.785  -2.625
H  0.118  1.095  -1.424
Br  -4.796  -2.952  3.416
C  -3.782  -1.984  2.105
C  -4.665  -1.207  1.143
Br  -3.502  -0.059  0.039
H  -3.299  -2.805  1.590
H  -3.079  -1.361  2.682
H  -5.324  -0.491  1.612
H  -5.247  -1.891  0.408

Its SMILES is BrCCBr.CO.CO.CO.CO.CO.CO. The total energy is -5920.92572 a.u. The calculation puts the largest force on an atom at 0.06189 Eh/bohr.

C8H28N2O6 | ωB97M-V with the def2-TZVPD basis set

Cartesian coordinates (Å):
C  1.146  3.237  0.424
O  -0.249  3.440  0.544
H  1.749  4.149  0.424
H  1.474  2.589  1.246
H  1.361  2.742  -0.522
H  -0.453  3.970  1.317
C  -3.612  3.042  -1.837
O  -3.305  2.903  -3.220
H  -4.246  2.207  -1.557
H  -2.685  3.055  -1.254
H  -4.119  3.988  -1.625
H  -3.020  3.745  -3.581
C  -4.291  -3.150  -0.762
O  -4.086  -1.858  -1.323
H  -4.553  -3.822  -1.577
H  -3.368  -3.478  -0.275
H  -5.131  -3.110  -0.063
H  -3.660  -1.295  -0.644
C  2.229  -0.956  -2.478
O  3.045  -1.873  -1.724
H  2.062  -1.262  -3.508
H  1.306  -0.826  -1.914
H  2.719  0.021  -2.498
H  3.942  -1.530  -1.739
C  -1.616  -0.438  0.575
O  -2.828  -0.288  0.517
N  -0.961  -1.601  0.847
N  -0.724  0.605  0.452
H  0.046  -1.548  0.837
H  -1.470  -2.463  0.810
H  -1.090  1.505  0.204
H  0.216  0.442  0.761
C  3.745  -0.271  1.397
C  2.891  -1.461  1.834
C  2.088  -1.126  3.078
O  1.979  -1.816  0.827
H  4.212  0.245  2.237
H  3.167  0.470  0.839
H  4.555  -0.632  0.756
H  3.606  -2.258  2.065
H  2.711  -1.051  3.965
H  1.391  -1.951  3.266
H  1.439  -0.265  2.913
H  2.390  -2.024  -0.032

The energy above the lowest of the compared OMol25 structures with the same formula, charge and spin is 0.0 kcal per mole. Its SMILES is NC(N)=O.CC(C)O.CO.CO.CO.CO. The total energy is -882.52159 a.u. The calculation puts the largest force on an atom at 0.02355 Eh/bohr.

C8H29HgN2O10 | ωB97M-V with the def2-TZVPD basis set

Cartesian coordinates (Å):
Hg  -0.363  4.226  -1.946
C  0.367  1.036  -0.895
O  0.136  2.397  -0.600
H  -0.302  0.314  -0.427
H  0.432  0.888  -1.973
H  1.331  0.673  -0.540
C  -2.953  -2.158  -0.788
C  -1.849  -3.128  -1.331
O  -0.730  -3.472  -0.540
O  -3.973  -1.888  -1.788
H  -2.490  -1.338  -0.238
H  -3.467  -2.526  0.100
H  -1.431  -2.524  -2.136
H  -2.177  -3.955  -1.960
H  0.021  -3.646  -1.112
H  -3.513  -1.561  -2.565
C  0.185  -0.669  2.593
C  -0.494  -2.046  2.783
O  0.298  -2.922  1.982
O  1.150  -0.570  3.539
H  -0.569  0.078  2.841
H  0.481  -0.348  1.595
H  -1.493  -1.984  2.352
H  -0.470  -2.454  3.793
H  -0.266  -3.233  1.270
H  1.202  0.367  3.743
C  -2.600  1.497  1.603
C  -3.892  2.326  1.381
O  -4.293  2.895  2.660
O  -1.576  2.348  1.713
H  -2.567  0.807  0.760
H  -2.823  0.773  2.387
H  -4.789  1.815  1.032
H  -3.626  3.148  0.716
H  -4.319  3.819  2.402
H  -1.048  2.331  0.911
C  5.350  -0.338  -1.860
O  4.806  -1.236  -2.471
N  4.798  0.338  -0.944
N  6.632  -0.151  -1.914
H  5.159  1.268  -0.787
H  3.882  0.106  -0.589
H  7.137  0.481  -1.309
H  7.053  -0.897  -2.450
O  0.408  0.752  -5.144
H  0.700  0.208  -4.412
H  -0.129  0.167  -5.678
O  2.606  2.655  1.491
H  1.888  2.807  2.105
H  2.177  2.525  0.646

The total energy is -1337.33550 a.u. The calculation puts the largest force on an atom at 0.13874 Eh/bohr. The spin multiplicity is 2.

C8H30B2O31 | ωB97M-V with the def2-TZVPD basis set

Cartesian coordinates (Å):
O  -13.001  10.416  15.971
C  -11.850  10.684  15.825
O  -10.805  9.948  16.185
B  -9.541  10.603  15.884
O  -9.965  11.837  15.148
C  -11.270  12.012  15.214
O  -11.888  12.900  14.706
O  -8.665  9.858  15.003
C  -7.465  9.830  15.543
O  -6.465  9.424  15.029
C  -7.554  10.444  16.962
O  -8.780  10.908  17.099
O  -6.672  10.509  17.774
O  -6.529  14.621  16.939
C  -5.769  14.005  16.249
O  -4.690  13.374  16.657
B  -4.041  12.691  15.516
O  -4.745  13.183  14.338
C  -5.797  13.900  14.667
O  -6.579  14.333  13.866
O  -2.613  12.952  15.522
C  -1.906  11.877  15.629
O  -0.704  11.787  15.706
C  -2.923  10.707  15.708
O  -4.135  11.212  15.575
O  -2.648  9.538  15.709
O  2.574  11.532  16.694
H  2.198  10.668  16.883
H  1.816  12.091  16.535
O  -2.882  12.549  12.271
H  -3.693  12.671  12.786
H  -3.181  12.229  11.415
O  -0.949  9.800  18.252
H  -1.114  8.903  17.941
H  -0.379  10.184  17.572
O  0.510  12.560  18.370
H  0.259  12.885  17.493
H  -0.138  11.875  18.563
O  -3.324  15.965  12.938
H  -2.396  15.770  12.779
H  -3.795  15.211  12.561
O  -0.452  7.022  16.140
H  -0.798  6.387  16.776
H  -1.184  7.182  15.532
O  -5.278  12.188  19.533
H  -5.745  11.817  18.763
H  -5.581  13.099  19.580
O  -8.161  16.765  14.163
H  -8.254  16.226  13.373
H  -7.323  16.487  14.542
O  1.982  10.224  13.266
H  1.618  10.844  13.904
H  1.211  9.718  12.953
O  -0.744  9.648  13.070
H  -1.008  9.965  13.946
H  -1.096  8.753  13.022
O  1.095  14.061  16.032
H  0.836  13.431  15.344
H  0.822  14.917  15.688
O  -6.345  14.612  11.080
H  -7.245  14.753  10.776
H  -6.447  14.285  11.992
O  -4.864  7.492  16.610
H  -5.043  8.371  16.967
H  -3.925  7.505  16.405
O  -9.476  14.178  13.133
H  -9.980  14.997  13.153
H  -9.933  13.599  13.759
O  -6.428  17.335  18.052
H  -5.508  17.462  17.802
H  -6.530  16.375  18.110

The energy above the lowest of the compared OMol25 structures with the same formula, charge and spin is 20.5 kcal per mole. The total energy is -2705.65921 a.u. The calculation puts the largest force on an atom at 0.03123 Eh/bohr. As for the net charge: -2.

C8H30O8 | ωB97M-V with the def2-TZVPD basis set

Cartesian coordinates (Å):
C  -1.542  -1.874  -2.980
C  -0.717  -0.638  -3.201
C  -1.672  0.551  -2.757
C  -1.871  0.456  -1.289
C  -3.129  0.443  -0.816
C  -0.088  1.640  -0.087
C  -0.679  0.502  -0.435
C  -0.001  -0.789  -0.064
H  -0.998  -2.746  -2.664
H  -2.189  -1.974  -3.910
H  -2.329  -1.791  -2.128
H  0.236  -0.489  -2.670
H  -0.467  -0.497  -4.322
H  -1.309  1.549  -2.864
H  -2.497  0.438  -3.442
H  -3.390  0.600  0.220
H  -3.933  0.106  -1.370
H  -0.494  2.740  -0.162
H  0.907  1.645  0.382
H  1.014  -0.928  -0.396
H  -0.349  -1.652  -0.600
H  -0.108  -1.127  0.933
H  3.685  -1.898  0.977
H  4.709  -2.445  -0.169
O  3.863  -2.152  -0.041
H  1.015  2.871  1.920
H  2.598  2.691  1.311
O  1.838  3.320  1.607
H  0.219  -3.046  2.025
H  0.730  -2.079  3.140
O  -0.081  -2.424  2.676
H  2.132  -0.397  1.258
H  2.700  -0.752  2.583
O  2.189  -1.123  1.857
H  -2.593  -2.509  3.616
H  -2.132  -2.085  2.203
O  -2.925  -2.188  2.779
H  -2.683  3.850  -0.286
H  -2.276  2.817  -1.358
O  -2.508  3.706  -1.171
H  3.398  0.284  -0.615
H  2.257  1.279  -0.771
O  2.731  0.662  -0.138
H  2.294  1.382  4.450
H  2.345  2.498  3.268
O  2.100  1.572  3.501

The energy above the lowest of the compared OMol25 structures with the same formula, charge and spin is 91.3 kcal per mole. Its SMILES is C=C(C)C(=C)CCC.O.O.O.O.O.O.O.O. The total energy is -924.58845 a.u. The calculation puts the largest force on an atom at 0.10604 Eh/bohr.

C8H32BO8V | ωB97M-V with the def2-TZVPD basis set

Cartesian coordinates (Å):
O  -3.516  1.045  -0.241
V  -2.535  0.137  0.574
O  -2.350  0.776  2.040
B  -0.372  0.803  -0.149
H  -1.263  1.399  -0.612
H  -0.329  1.050  0.997
H  -0.553  -0.333  -0.325
H  0.624  1.087  -0.691
C  2.322  1.019  -3.256
O  1.928  2.179  -3.970
H  2.882  1.300  -2.355
H  1.453  0.414  -2.991
H  3.015  0.430  -3.858
H  1.064  2.441  -3.619
C  2.140  2.115  2.022
O  2.319  2.450  0.665
H  1.140  2.379  2.382
H  2.330  1.061  2.252
H  2.852  2.705  2.600
H  1.603  2.049  0.149
C  0.244  3.924  -1.803
O  -0.381  2.834  -2.457
H  1.334  3.833  -1.854
H  -0.078  4.845  -2.285
H  0.015  4.020  -0.737
H  -0.526  2.103  -1.834
C  2.632  -1.260  -0.200
O  1.522  -1.575  -1.013
H  2.494  -1.549  0.852
H  3.517  -1.750  -0.598
H  2.797  -0.179  -0.135
H  0.831  -0.914  -0.860
C  -1.893  -1.605  -2.486
O  -2.627  -1.400  -1.276
H  -1.068  -2.299  -2.316
H  -2.521  -1.889  -3.329
H  -1.439  -0.652  -2.755
H  -3.089  -2.218  -1.064
C  -2.174  -3.564  2.965
C  -1.741  -2.108  2.836
C  -0.352  -1.877  3.385
O  -1.687  -1.822  1.409
H  -3.196  -3.682  2.601
H  -2.158  -3.902  4.004
H  -1.530  -4.293  2.462
H  -2.558  -1.565  3.302
H  -0.232  -2.192  4.423
H  -0.102  -0.816  3.360
H  0.376  -2.437  2.795
H  -1.164  -2.515  0.992

The total energy is -1894.61503 a.u. The calculation puts the largest force on an atom at 0.06512 Eh/bohr.

C8H32N16O8 | ωB97M-V with the def2-TZVPD basis set

Cartesian coordinates (Å):
C  8.782  -0.012  -20.088
O  8.439  -0.164  -21.189
N  9.115  -1.020  -19.385
N  9.273  1.111  -19.600
H  9.146  -1.952  -19.771
H  9.827  -0.906  -18.678
H  9.552  1.859  -20.219
H  9.011  1.379  -18.662
C  4.121  1.131  -15.981
O  3.265  1.368  -16.853
N  5.281  0.585  -16.236
N  3.816  1.100  -14.698
H  5.806  0.053  -15.557
H  5.531  0.253  -17.156
H  4.525  0.867  -14.018
H  2.889  1.430  -14.471
C  7.589  5.551  -10.320
O  8.687  5.129  -10.352
N  6.464  4.858  -10.280
N  7.154  6.786  -10.495
H  5.593  5.355  -10.401
H  6.421  3.924  -9.897
H  7.812  7.527  -10.297
H  6.179  6.853  -10.749
C  4.499  -0.813  -9.538
O  5.143  -0.114  -8.757
N  4.985  -1.865  -10.108
N  3.201  -0.667  -9.859
H  5.833  -2.226  -9.696
H  4.266  -2.498  -10.429
H  2.734  -1.174  -10.597
H  2.696  0.095  -9.428
C  10.017  -0.955  -13.297
O  9.306  -1.950  -13.238
N  9.562  0.235  -13.149
N  11.284  -0.902  -13.650
H  10.096  1.035  -13.456
H  8.607  0.422  -12.879
H  11.581  -1.799  -14.006
H  11.805  -0.037  -13.660
C  -2.954  4.262  -19.069
O  -2.404  5.325  -19.268
N  -4.201  4.133  -19.252
N  -2.417  3.112  -18.684
H  -4.556  4.935  -19.753
H  -4.687  3.262  -19.093
H  -1.424  3.058  -18.506
H  -3.100  2.421  -18.411
C  -2.041  3.486  -13.447
O  -0.847  3.597  -13.265
N  -2.907  4.399  -13.146
N  -2.656  2.407  -13.881
H  -3.891  4.229  -13.295
H  -2.484  5.122  -12.582
H  -3.503  2.662  -14.369
H  -2.087  1.594  -14.069
C  1.417  1.513  -22.037
O  0.660  1.806  -22.990
N  1.325  0.429  -21.275
N  2.474  2.224  -21.820
H  0.529  -0.192  -21.263
H  1.909  0.645  -20.480
H  2.965  2.061  -20.952
H  2.671  2.965  -22.476

The energy above the lowest of the compared OMol25 structures with the same formula, charge and spin is 173.7 kcal per mole. Its SMILES is NC(N)=O.NC(N)=O.NC(N)=O.NC(N)=O.NC(N)=O.NC(N)=O.NC(N)=O.NC(N)=O. The total energy is -1802.15162 a.u. The calculation puts the largest force on an atom at 0.15262 Eh/bohr.